The following is a quantum chemistry calculation of the molecule C5H7FN2 at a distorted geometry, from OMol25.

SMILES: C=C/C(=N/N)C(=C)F
LUMO: 0.64 eV
Energy: -404.00661 hartree
HOMO: -8.29 eV
Kohn-Sham gap: 8.926 eV

CARTESIAN COORDINATES (ANGSTROEM)
C1 0.026 0.030 -0.539
C2 1.001 -0.879 -1.083
C3 1.448 -1.994 -0.472
C4 -0.564 -0.212 0.802
C5 -0.435 0.546 1.897
H1 -1.142 2.835 -1.352
H2 -1.433 1.976 0.079
H3 1.412 -0.620 -2.131
H4 1.047 -2.296 0.468
H5 2.194 -2.706 -0.989
H6 -0.976 0.258 2.782
H7 0.144 1.410 1.872
N1 -1.213 1.937 -0.897
N2 -0.263 1.086 -1.290
F1 -1.246 -1.371 0.853

natural (NBO) atomic charge list, values in e, 2 entries: 0.01, -0.21